Entry 1:
This record from the OMol25 dataset describes a structure of composition C30H50FN2O23PS. The level of theory is ωB97M-V/def2-TZVPD.

Results
Gap between HOMO and LUMO ... 8.61 eV
E_HOMO ... -8.42 eV

Geometry as ORCA input:
```
! RIJCOSX wB97M-V def2-TZVPD def2/J DEFGRID3
* xyz 0 1
C 1.123 0.944 -1.023
C 0.721 2.338 -1.578
O -0.210 2.181 -2.672
C -1.212 3.103 -2.633
O -1.360 3.885 -3.498
C -2.189 3.054 -1.437
C -3.667 3.014 -1.942
C -4.603 3.419 -0.761
N -5.371 2.278 -0.205
P -6.790 1.832 -1.234
N -6.215 1.417 -2.797
O -7.440 0.418 -0.658
S -5.910 2.562 1.326
O -5.459 3.803 1.851
O -7.315 2.432 1.431
F -5.184 1.430 2.174
H 0.275 0.249 -1.084
H 1.976 0.585 -1.604
H 1.384 1.093 0.026
H 0.314 2.911 -0.733
H 1.585 2.879 -1.969
H -1.988 3.886 -0.755
H -2.007 2.079 -0.957
H -3.844 2.001 -2.299
H -3.744 3.788 -2.712
H -3.959 3.886 -0.012
H -5.337 4.180 -1.081
H -6.737 1.904 -3.514
H -6.298 0.407 -2.896
H -6.817 -0.315 -0.834
C -6.264 -4.059 -6.811
C -5.973 -2.854 -5.949
C -6.431 -2.981 -4.521
O -6.633 -1.610 -4.153
C -6.938 -0.934 -5.294
O -7.340 0.184 -5.325
O -6.722 -1.707 -6.387
H -6.157 -3.808 -7.867
H -5.586 -4.878 -6.572
H -7.290 -4.405 -6.670
H -4.911 -2.599 -6.008
H -5.694 -3.450 -3.876
H -7.384 -3.507 -4.419
C -9.120 -5.240 0.805
C -7.958 -4.279 0.734
C -8.340 -2.859 0.416
O -7.143 -2.362 -0.199
C -6.518 -3.427 -0.765
O -5.596 -3.346 -1.512
O -7.088 -4.592 -0.368
H -8.766 -6.271 0.771
H -9.688 -5.093 1.723
H -9.793 -5.108 -0.044
H -7.366 -4.339 1.652
H -8.591 -2.277 1.300
H -9.154 -2.778 -0.308
C 7.060 1.647 1.526
C 5.557 1.676 1.429
C 4.981 0.691 0.456
O 3.739 1.317 0.090
C 3.923 2.657 0.235
O 3.163 3.490 -0.152
O 5.085 2.923 0.879
H 7.431 2.541 2.031
H 7.389 0.771 2.074
H 7.520 1.629 0.538
H 5.116 1.564 2.424
H 4.807 -0.282 0.898
H 5.583 0.571 -0.448
C 3.142 -5.452 2.387
C 3.637 -4.174 1.755
C 4.806 -4.346 0.822
O 5.435 -3.062 0.893
C 5.143 -2.545 2.114
O 5.654 -1.574 2.573
O 4.192 -3.285 2.739
H 2.491 -5.233 3.234
H 2.590 -6.053 1.665
H 3.972 -6.048 2.772
H 2.808 -3.653 1.266
H 4.507 -4.575 -0.199
H 5.523 -5.098 1.163
C 2.875 6.002 1.176
C 2.861 6.666 2.532
C 1.675 7.559 2.783
O 2.195 8.484 3.745
C 3.537 8.565 3.532
O 4.250 9.372 4.031
O 3.948 7.596 2.672
H 3.860 5.597 0.958
H 2.147 5.196 1.130
H 2.646 6.720 0.385
H 2.967 5.911 3.318
H 0.817 7.025 3.185
H 1.366 8.122 1.898
C 8.998 -4.502 3.015
C 9.790 -3.291 2.586
C 10.141 -2.343 3.703
O 10.269 -1.099 3.008
C 9.465 -1.171 1.914
O 9.189 -0.250 1.218
O 9.015 -2.442 1.728
H 8.555 -4.995 2.148
H 9.633 -5.216 3.539
H 8.175 -4.220 3.675
H 10.680 -3.602 2.030
H 11.070 -2.603 4.207
H 9.346 -2.240 4.446
*
```

Entry 2:
This record from the OMol25 dataset describes a cluster of 6 separate species, C5H20NO5 in total. The level of theory is ωB97M-V/def2-TZVPD.

Results
Gap between HOMO and LUMO (alpha / beta) ... 8.30 / 4.83 eV
Relative energy (zero: lowest compared OMol25 entry of this formula, charge and spin) ... 14.70 kcal per mole
E_HOMO (alpha / beta) ... -17.30 / -17.30 eV

Geometry as ORCA input:
```
! RIJCOSX wB97M-V def2-TZVPD def2/J DEFGRID3
* xyz 2 2
C -2.894 1.818 1.053
C -2.544 0.730 0.040
C -1.109 0.550 -0.118
C -0.334 1.629 0.072
N 1.022 1.538 -0.427
C 1.769 2.544 -0.589
H -2.350 1.569 1.952
H -3.964 1.942 1.187
H -2.388 2.851 0.836
H -3.046 0.754 -1.073
H -3.169 -0.230 0.343
H -0.798 -0.331 -0.719
H -0.600 2.658 0.306
H 1.362 0.535 -0.359
H 1.422 3.581 -0.391
H 2.660 2.383 -1.044
H 2.497 -3.031 1.502
H 2.333 -2.406 3.104
O 1.945 -2.641 2.174
H 1.914 0.468 2.684
H 3.462 0.283 2.642
O 2.679 0.544 2.199
H -2.888 -1.886 -2.610
H -2.732 -0.790 -3.595
O -2.263 -1.210 -2.809
H 1.671 -1.232 0.866
H 0.544 -1.522 -0.353
O 1.370 -1.030 -0.057
H -0.282 -3.280 -2.003
H -0.251 -1.997 -2.341
O -0.215 -2.503 -1.593
*
```

Entry 3:
This record from the OMol25 dataset describes a cluster of 2 separate species, C4H12N2PS in total. The level of theory is ωB97M-V/def2-TZVPD.

Results
Gap between HOMO and LUMO (alpha / beta) ... 6.27 / 8.28 eV
E_HOMO (alpha / beta) ... -9.50 / -13.98 eV

Geometry as ORCA input:
```
! RIJCOSX wB97M-V def2-TZVPD def2/J DEFGRID3
* xyz 1 3
C -1.100 0.146 -1.051
C 3.489 0.112 0.813
C -2.912 0.055 1.123
C 2.011 -0.129 0.855
N -2.011 0.895 -1.550
N 0.022 -0.252 -1.709
P 1.268 -1.381 -1.145
S -1.297 -0.571 0.590
H 3.959 -0.802 0.875
H 3.669 0.669 -0.032
H 3.822 0.664 1.610
H -3.218 -0.348 2.018
H -3.833 -0.271 0.470
H -2.968 1.099 1.169
H 1.243 0.640 0.461
H 1.841 -0.863 1.711
H -1.993 1.282 -2.403
H -2.697 1.331 -0.982
H 0.101 -0.059 -2.652
H 0.604 -2.218 -0.169
*
```

Max |F| for the records above, in order: 3.4, 6.1, 4.3 eV/A